Below is one molecule with the formula C6H7NO in a non-equilibrium geometry, with properties calculated with wB97M-V/def2-TZVPD.

Calculated values
**Electronic energy**: -9869.8486 eV
**HOMO energy**: -9.62 eV
**LUMO**: 0.8 eV
**Relative energy (zero: lowest compared OMol25 entry of this formula, charge and spin)**: 271.1 kJ/mol
**SMILES string**: O=C1[C@H]2CN2[C@H]2C[C@@H]12

The geometry in XYZ format:
```
15
Properties=species:S:1:pos:R:3:lowdin_charge:R:1
C -0.601 -1.015 0.822 -0.18
C 1.255 -1.103 -0.882 -0.11
O -0.390 2.224 -0.658 0.07
H -1.578 1.102 1.320 0.15
H 2.033 -0.868 -0.063 0.13
C -0.197 1.038 -0.334 -0.32
H 1.723 -1.610 -1.710 0.11
H -1.492 -1.542 1.222 0.15
C 0.329 -0.043 -1.173 -0.20
H 0.112 -0.333 2.829 0.13
C -0.748 0.515 0.953 -0.13
H -0.053 0.175 -2.136 0.14
N -0.162 -1.325 -0.619 0.03
H 1.417 -0.185 1.505 0.11
C 0.310 -0.268 1.720 -0.07
```